Entry 1:
CH3I2N2 | ωB97M-V with the def2-TZVPD basis set

Geometry (Å):
I -1.7810 -1.7020 1.1883
I 0.5895 2.5192 -0.7014
N -0.7699 1.1426 -0.9314
N 0.9479 -0.8536 0.2375
C -0.3019 -0.6451 0.3165
H -1.6481 1.3869 -0.4707
H 1.5339 -0.1839 -0.2733
H 1.4296 -1.6641 0.6344

Total charge   +1
2S+1   1
Gap between HOMO and LUMO (alpha / beta)   7.42 / 7.31 eV

Entry 2:
CH7N3O3P | ωB97M-V with the def2-TZVPD basis set

Geometry (Å):
P 1.8091 0.1161 0.2581
O 2.4430 1.2462 -0.4704
O 2.4789 -0.3791 1.5526
O 1.7523 -1.3224 -0.7699
N -1.0127 0.0045 -1.1909
N -1.4162 1.4191 0.6698
N -1.3623 -1.0188 0.8652
C -0.8970 0.1398 0.2066
H -0.7053 -1.5043 1.4064
H -0.9207 0.8920 -1.6148
H -1.1043 1.5786 1.5827
H 2.6608 -1.0519 -0.9776
H -0.5832 -0.7907 -1.6684
H -1.2539 2.1700 0.0048
H -1.8884 -1.4991 0.1456

Total charge   -1
2S+1   1
Gap between HOMO and LUMO   6.70 eV

Entry 3:
C60H45AsIrN8O2SSeSi | ωB97M-V with the def2-TZVPD basis set

Geometry (Å):
Ir -0.3324 0.2093 2.2014
Se -1.3392 1.6166 -0.9153
As 2.1764 0.2049 -0.6786
S -1.0427 -1.0684 -0.7717
Si -3.0498 2.6411 -2.1129
O -3.4557 -6.5394 -3.7445
O -5.2755 -5.3236 -4.0036
N 1.9983 -2.1594 2.6242
N -2.7041 2.5844 2.0671
N -0.3421 2.1893 2.2640
N -2.6855 -2.1587 1.9617
N 1.6163 0.2076 2.4905
N -2.3057 0.2132 2.0705
N -0.3353 -1.7664 2.2497
N 2.0122 2.5791 2.5049
C -4.4699 0.9144 1.7963
C 3.7467 0.9181 2.9605
C 0.3556 -3.9521 2.3523
C 3.8584 -3.6153 -0.3412
C 3.2075 -4.3794 -1.2999
C 2.3983 1.3232 2.6300
C 2.2505 -3.7927 -2.1123
C 0.3733 6.7454 2.2597
C 1.0653 -5.1366 2.4648
C 6.2673 0.9103 -1.5663
C -1.4466 -2.5595 2.1220
C 1.5775 2.6756 -4.6892
C -1.0396 4.3754 2.1886
C 4.8834 -1.1906 3.3642
C 4.2527 2.1828 -0.1563
C -2.1670 3.6842 -3.4190
C 0.7649 -2.5580 2.3991
C 1.0803 5.5557 2.3227
C -1.4293 -3.6051 -1.6137
C -5.6552 1.6226 1.6468
C -1.7437 5.5686 2.1337
C -1.0387 -3.9525 2.1956
C -4.1966 1.3006 -2.7936
C -6.7837 -0.4885 1.2610
C -3.9784 3.7867 -0.9329
C 0.3613 4.3715 2.2782
C -4.4568 -0.4892 1.7189
C 1.6745 2.4496 -2.3055
C -4.0275 -5.5077 -3.5261
C -1.4553 2.9824 2.1726
C 1.7541 1.3077 -4.8154
C -1.7513 -5.1397 2.1482
C 1.9136 0.5116 -3.6865
C 2.6038 -1.6650 -1.0263
C -3.0967 1.3246 2.0051
C -5.6156 -1.2057 1.4525
C 6.0459 0.9290 3.5460
C -6.8058 0.9054 1.3669
C -3.3576 -2.1749 -1.7981
C 0.7691 2.9791 2.3384
C -4.0393 -3.1800 -2.4575
C 1.5417 3.2501 -3.4254
C 4.9014 1.6382 3.2311
C 3.7382 -0.4854 3.0191
C -3.0847 -0.9000 1.9223
C 6.4814 2.1808 -1.0529
C 4.0207 0.9171 -0.6842
C 3.5595 -2.2700 -0.2095
C 0.3488 -6.3217 2.4234
C -1.0380 -6.3225 2.2648
C -1.0197 6.7499 2.1617
C 2.3880 -0.9014 2.7016
C -2.1131 -4.5963 -2.2821
C -3.4130 -4.3912 -2.7491
C 5.4750 2.8123 -0.3397
C 6.0353 -0.4671 3.6162
C 1.8754 1.0739 -2.4197
C 1.9373 -2.4479 -1.9627
C -2.0255 -2.3540 -1.4222
C 5.0439 0.2843 -1.3857
H 1.4108 4.3190 -3.3129
H 3.4687 2.6847 0.3996
H -7.7422 1.4291 1.2263
H -4.7497 0.8448 -1.9703
H 1.7714 0.8567 -5.7997
H 4.0748 -1.6752 0.5355
H -4.9212 1.7008 -3.5033
H -4.7363 4.3716 -1.4566
H 4.8619 -2.2690 3.4453
H -0.4298 -3.7805 -1.2395
H 4.8925 2.7190 3.2034
H -1.5409 7.6971 2.1189
H 4.8817 -0.7007 -1.8036
H -7.7026 -1.0118 1.0309
H -2.8746 4.1860 -4.0802
H 5.6357 3.8028 0.0669
H -2.8265 -5.1351 2.0343
H -5.5905 -2.2853 1.3883
H -4.4657 3.2114 -0.1479
H 0.8702 -7.2663 2.5036
H -1.5691 4.4495 -2.9220
H 2.0750 -0.5514 -3.8112
H -1.5642 -7.2671 2.2411
H 1.6334 2.8978 -1.3168
H -5.6709 2.6994 1.7495
H 2.1580 5.5403 2.4101
H 6.9663 1.4572 3.7555
H -5.6325 -4.4630 -3.7634
H -3.2843 4.4776 -0.4520
H -5.0680 -2.9902 -2.7444
H -1.6538 -5.5557 -2.4756
H -3.6261 0.5188 -3.2956
H 7.0479 0.4077 -2.1231
H 7.4297 2.6759 -1.2156
H 1.1525 -2.0122 -2.5678
H 2.1400 -5.1228 2.5847
H 1.4755 3.2944 -5.5715
H 3.4494 -5.4279 -1.4149
H 6.9459 -0.9858 3.8852
H 1.7358 -4.3815 -2.8615
H 0.9036 7.6882 2.2810
H -2.8243 5.5700 2.0825
H -1.4930 3.0804 -4.0250
H 4.5993 -4.0700 0.3042
H -3.8507 -1.2392 -1.5714

Total charge   0
2S+1   2
⟨S²⟩   0.756
Gap between HOMO and LUMO (alpha / beta)   4.29 / 4.36 eV

Entry 4:
C4H5O6Pb | ωB97M-V with the def2-TZVPD basis set

Geometry (Å):
Pb -2.8578 2.6657 1.8430
O -1.1437 -2.4861 -1.1555
O -0.7982 2.1024 1.7447
O 1.0776 -2.2510 -1.1715
O 0.1786 1.6539 -0.1800
O -2.0491 2.0611 -0.0498
O -0.3260 -0.5034 -0.9590
C 0.7431 0.3532 -0.3093
C -0.9158 1.9312 0.4962
C -0.0365 -1.7655 -1.2095
C 1.3964 -0.4016 0.8072
H 2.2416 -0.9740 0.4106
H -1.3810 -2.7775 -2.0459
H 0.4161 -0.4276 1.4203
H 1.9597 0.2897 1.4472
H 1.4950 0.5295 -1.0887

Total charge   +1
2S+1   1
Gap between HOMO and LUMO   7.08 eV

Taking the records one at a time from the top gives molecular weight values of 296.9, 140.1, 1316.3, 356.3 u.
Taking the records one at a time from the top gives max |F| values of 3.3, 4.1, 1.9, 4.4 eV Å⁻¹.